# 1
59
Properties=species:S:1:pos:R:3 method="wB97M-V/def2-TZVPD" lumo_ev=0.39 relative_energy_kcal_mol=0.0 orbital_gap_ev=9.8 smiles="CCO[C@@H]1CCOS(=O)(=O)C1.CC#N.CC#N.CC#N.CC#N.CC#N.CC#N" multiplicity=1
C -1.826 2.484 2.741
C -2.200 2.660 1.209
O -3.500 2.102 0.957
C -3.454 0.897 0.192
C -2.706 -0.303 0.888
C -1.180 -0.463 0.556
O -0.927 -0.854 -0.834
S -1.358 0.449 -1.750
O -1.469 -0.057 -3.131
O -0.340 1.526 -1.782
C -2.995 1.140 -1.328
H -1.471 1.438 2.910
H -1.071 3.250 3.070
H -2.779 2.668 3.313
H -1.395 2.331 0.508
H -2.303 3.775 1.056
H -4.530 0.574 0.098
H -2.833 -0.325 2.005
H -3.210 -1.243 0.515
H -0.527 0.396 0.852
H -0.815 -1.341 1.161
H -2.984 2.231 -1.589
H -3.747 0.664 -2.008
C 0.327 5.882 -0.255
C 0.138 4.534 -0.846
N -0.009 3.485 -1.303
H -0.470 6.547 -0.588
H 0.305 5.818 0.832
H 1.287 6.292 -0.568
C 0.543 -3.904 -1.613
C 1.317 -4.431 -0.468
N 1.919 -4.840 0.422
H 0.190 -2.897 -1.391
H 1.178 -3.872 -2.497
H -0.315 -4.550 -1.805
C 0.582 9.847 -0.428
C 0.295 9.293 0.917
N 0.073 8.864 1.956
H 1.329 10.635 -0.352
H 0.960 9.059 -1.080
H -0.329 10.260 -0.860
C 2.883 -4.767 3.520
C 3.115 -3.570 4.363
N 3.295 -2.643 5.014
H 2.457 -4.470 2.561
H 3.826 -5.285 3.344
H 2.193 -5.445 4.021
C 4.524 -2.646 -2.116
C 3.598 -2.937 -3.236
N 2.887 -3.157 -4.121
H 4.294 -1.670 -1.691
H 4.418 -3.406 -1.342
H 5.552 -2.645 -2.477
C -0.165 -8.293 -1.165
C -1.030 -7.120 -1.428
N -1.698 -6.211 -1.632
H -0.042 -8.874 -2.078
H 0.814 -7.960 -0.819
H -0.618 -8.923 -0.400

# 2
57
Properties=species:S:1:pos:R:3 method="wB97M-V/def2-TZVPD" lumo_ev=-4.56 relative_energy_kcal_mol=52.8 charge=+1 orbital_gap_ev=6.6 multiplicity=1
C 2.823 -1.482 4.323
C 3.132 -0.252 3.928
C 3.392 1.196 3.218
Br 3.883 2.675 4.453
C 4.445 0.917 1.984
C 3.448 -0.124 1.187
C 4.235 -1.234 0.330
I 3.659 -1.239 -1.814
C 4.235 -2.723 0.991
C 3.337 -3.814 0.207
N 2.144 0.117 1.376
C 1.014 -0.695 0.809
S 0.050 -1.588 2.176
C -0.528 -3.251 1.567
C -1.960 -3.535 2.323
C 2.086 1.357 2.264
Br 0.349 1.898 3.047
H 2.386 -2.551 4.351
H 4.742 1.890 1.437
H 5.293 0.229 2.360
H 5.353 -0.896 0.316
H 3.997 -2.657 2.132
H 5.334 -3.111 0.941
H 3.306 -4.761 0.891
H 3.887 -4.149 -0.754
H 2.258 -3.463 0.023
H 1.356 -1.530 0.092
H 0.304 -0.012 0.181
H 0.208 -4.040 2.012
H -0.629 -3.350 0.426
H -2.244 -4.643 2.204
H -1.805 -3.294 3.455
H -2.779 -2.813 1.933
H 2.435 2.177 1.523
C -4.899 1.262 -4.954
O -4.445 1.905 -3.776
C -5.142 1.456 -2.617
C -4.358 1.810 -1.356
O -3.303 0.882 -1.081
C -2.151 0.989 -1.920
C -1.292 2.208 -1.596
O -1.826 3.374 -2.214
C -1.289 4.564 -1.664
H -5.965 1.451 -5.111
H -4.339 1.665 -5.800
H -4.709 0.186 -4.896
H -5.300 0.373 -2.661
H -6.114 1.965 -2.596
H -5.038 1.734 -0.503
H -3.986 2.835 -1.380
H -2.426 0.951 -2.975
H -1.558 0.093 -1.711
H -0.279 2.058 -1.990
H -1.245 2.347 -0.508
H -1.557 4.646 -0.606
H -1.723 5.411 -2.197
H -0.203 4.586 -1.784

# 3
56
Properties=species:S:1:pos:R:3 method="wB97M-V/def2-TZVPD" lumo_ev="-2.62 / -4.05" s2=3.77 relative_energy_kcal_mol=3.5 charge=+1 orbital_gap_ev="6.4 / 6.8" multiplicity=4
C 0.803 -1.458 -3.983
C 0.792 -1.040 -2.654
N -0.372 -0.961 -1.970
C -1.529 -1.334 -2.566
C -1.552 -1.790 -3.881
C -0.372 -1.855 -4.615
C 2.104 -0.722 -1.968
P 1.880 -0.345 -0.178
Tc -0.500 0.000 0.063
P -2.767 -0.212 -0.257
C -2.849 -1.255 -1.799
O 2.166 3.198 -3.543
O 0.122 1.832 -1.371
H 1.761 -1.521 -4.495
H -2.529 -2.047 -4.306
H -0.381 -2.174 -5.657
C 2.783 -1.867 0.330
C 3.186 0.934 0.034
H -3.619 -0.791 -2.459
H -3.172 -2.283 -1.514
H 2.676 0.009 -2.513
H 2.726 -1.644 -2.036
C -3.733 -1.144 0.979
C -3.861 1.159 -0.756
H 0.903 2.139 -1.834
H -0.393 2.574 -0.912
H 1.933 2.575 -2.860
H 2.229 2.568 -4.303
H -0.219 -1.514 0.714
H -1.713 1.191 0.531
H 3.787 -1.799 -0.119
H 2.846 -1.962 1.420
H 2.235 -2.721 -0.090
H 4.177 0.480 -0.111
H 3.090 1.775 -0.664
H 3.145 1.345 1.049
H -4.833 0.775 -1.083
H -3.985 1.815 0.110
H -3.375 1.711 -1.569
H -4.793 -1.101 0.690
H -3.372 -2.183 1.037
H -3.585 -0.653 1.950
Cl -1.993 1.591 4.693
C -0.330 1.164 4.486
C 0.524 1.389 5.561
C 1.880 1.051 5.457
C 2.364 0.481 4.280
C 1.489 0.233 3.213
C 0.133 0.575 3.288
C -0.867 0.304 2.188
H 0.115 1.805 6.474
H 2.534 1.214 6.315
H 3.424 0.217 4.198
H 1.879 -0.229 2.299
H -1.403 -0.632 2.426
H -1.588 1.134 2.285

no.,electronic energy (eV)
1,-47112.8875
2,-185806.8855
3,-58044.0277